## 1
ORCA calculation (wB97M-V/def2-TZVPD) on a cluster of 2 separate species, C2H3NO2 in total.

The geometry in XYZ format:
```
8
Properties=species:S:1:pos:R:3:lowdin_charge:R:1
C 1.30863 -0.05608 0.17637 -0.18
C -0.11117 -0.10573 0.01625 -0.53
N 2.44522 0.03007 0.28061 0.19
O -0.61411 -1.31783 -0.30491 0.04
O -0.70232 0.91970 -0.66324 0.04
H -0.64270 0.07183 1.70790 0.19
H -1.56430 -1.22316 -0.44651 0.12
H -0.11925 1.68121 -0.76646 0.12
```

- HOMO: -9.616 eV
- HOMO-LUMO gap: 9.54 eV
- Molecular weight: 73.05 g mol⁻¹


## 2
ORCA calculation (wB97M-V/def2-TZVPD) on an isolated molecule of C2H3NO2.

The geometry in XYZ format:
```
8
Properties=species:S:1:pos:R:3:lowdin_charge:R:1
N 0.97292 0.16477 0.71500 0.18
C -0.10383 -0.51097 0.25283 -0.52
O -0.53078 -1.55947 0.69584 0.07
C -0.82476 0.17564 -0.90236 -0.16
O -1.21354 1.31368 -0.80479 0.08
H 1.47224 -0.19880 1.51150 0.12
H 1.24340 1.05624 0.33284 0.11
H -1.01565 -0.44108 -1.80087 0.13
```

- HOMO: -9.932 eV
- HOMO-LUMO gap: 10.27 eV
- Molecular weight: 73.05 g mol⁻¹
- Structure (SMILES): NC(=O)C=O


## 3
ORCA calculation (wB97M-V/def2-TZVPD) on an isolated molecule of C2H3NO2.

The geometry in XYZ format:
```
8
Properties=species:S:1:pos:R:3:lowdin_charge:R:1
C -1.31358 -0.09805 0.44595 0.02
N -0.48444 0.67684 -0.09556 0.07
C 0.77231 0.26164 -0.54506 -0.48
O 1.35322 -0.88916 -0.16342 0.03
O 1.78529 0.34258 0.41668 0.04
H -1.99976 0.29476 1.05153 0.03
H -1.24518 -1.23208 0.43587 0.12
H 1.13214 0.64345 -1.54599 0.17
```

- HOMO: -10.281 eV
- HOMO-LUMO gap: 10.91 eV
- Molecular weight: 73.05 g mol⁻¹
- Structure (SMILES): C=NC1OO1


The computed energies, referenced to the most stable structure and given in kcal/mol, are 1 73.3; 2 0.0; 3 106.1.


## 1
ORCA calculation (wB97M-V/def2-TZVPD) on an isolated molecule of C2H3NO2.

The geometry in XYZ format:
```
8
Properties=species:S:1:pos:R:3:lowdin_charge:R:1
C -1.12108 -0.39903 -0.45626 -0.07
N -0.07681 -1.02370 -0.16210 0.07
C 1.05712 0.03915 0.31731 -0.33
O 0.67434 0.91864 1.28536 0.06
O 0.78652 1.28834 -0.05033 0.02
H -1.96684 -1.03800 -0.91211 0.11
H -1.31674 0.56959 -0.26887 0.04
H 1.96348 -0.35499 0.24699 0.10
```

- HOMO: -10.384 eV
- HOMO-LUMO gap: 11.45 eV
- Molecular weight: 73.05 g mol⁻¹
- Structure (SMILES): C=NC1OO1


## 2
ORCA calculation (wB97M-V/def2-TZVPD) on an isolated molecule of C2H3NO2.

The geometry in XYZ format:
```
8
Properties=species:S:1:pos:R:3:lowdin_charge:R:1
C 1.09786 -0.08008 -0.03535 -0.31
N 0.52441 0.99983 0.04168 -0.03
O -0.77451 0.96670 -0.09402 -0.08
C -0.98126 -0.57182 0.07564 -0.08
O 0.32888 -1.10960 -0.10115 -0.03
H 2.25925 -0.17924 0.36283 0.20
H -1.75004 -1.11285 -0.60482 0.15
H -1.31469 -0.65204 1.26985 0.17
```

- HOMO: -9.137 eV
- HOMO-LUMO gap: 10.00 eV
- Molecular weight: 73.05 g mol⁻¹
- Structure (SMILES): C1=NOCO1


## 3
ORCA calculation (wB97M-V/def2-TZVPD) on an isolated molecule of C2H3NO2.

The geometry in XYZ format:
```
8
Properties=species:S:1:pos:R:3:lowdin_charge:R:1
O -1.57495 1.23710 -0.28792 0.08
C -0.85539 0.49275 0.28173 -0.27
C 0.11068 -0.41804 -0.45938 -0.16
N 1.36537 0.29611 -0.24500 -0.03
O 1.89555 -0.12500 0.74333 0.01
H -0.93530 0.59267 1.43049 0.15
H 0.05205 -1.47101 -0.03177 0.15
H -0.05801 -0.60457 -1.43147 0.07
```

- HOMO (spin up / spin down): -9.732 / -9.733 eV
- HOMO-LUMO gap (spin up / spin down): 9.07 / 9.07 eV
- Molecular weight: 73.05 g mol⁻¹
- Structure (SMILES): O=CCN=O


The computed energies, referenced to the most stable structure and given in kcal/mol, are 1 39.1; 2 5.1; 3 0.0.


## 1
ORCA calculation (wB97M-V/def2-TZVPD) on an isolated molecule of C2H3NO2.

The geometry in XYZ format:
```
8
Properties=species:S:1:pos:R:3:lowdin_charge:R:1
O 0.83085 0.14814 -2.34481 0.08
C 1.00371 0.04822 -1.15488 -0.18
C -0.20869 0.12571 -0.26429 -0.30
N -0.02028 -0.17322 1.10251 -0.03
O -0.23951 1.13058 0.74001 -0.04
H 1.95176 -0.14981 -0.56427 0.15
H -1.22145 -0.04081 -0.69701 0.16
H -0.78715 -0.61939 1.79192 0.17
```

- HOMO: -9.711 eV
- HOMO-LUMO gap: 10.02 eV
- Molecular weight: 73.05 g mol⁻¹
- Structure (SMILES): O=C[C@H]1NO1


## 2
ORCA calculation (wB97M-V/def2-TZVPD) on a cluster of 2 separate species, C2H3NO2 in total.

The geometry in XYZ format:
```
8
Properties=species:S:1:pos:R:3:lowdin_charge:R:1
C -1.04482 -0.69527 0.30552 0.10
N -1.68615 -0.01010 -0.40443 -0.22
O -2.37629 0.52550 -1.18411 0.07
H -0.70251 -1.00637 1.27506 0.09
C 1.49126 0.30496 0.01132 -0.18
O 1.55461 0.40215 -1.20685 -0.01
H 1.24203 1.14343 0.70974 0.09
H 1.52187 -0.66431 0.49375 0.05
```

- HOMO: -10.262 eV
- HOMO-LUMO gap: 10.66 eV
- Molecular weight: 73.05 g mol⁻¹
- Structure (SMILES): C#[N+][O-].C=O


The computed energies, referenced to the most stable structure and given in kcal/mol, are 1 0.0; 2 12.1.


## 1
ORCA calculation (wB97M-V/def2-TZVPD) on an isolated molecule of C2H3NO2.

The geometry in XYZ format:
```
8
Properties=species:S:1:pos:R:3:lowdin_charge:R:1
O 2.11342 -0.51762 -0.82755 0.06
C 0.98824 -0.57804 -0.40360 -0.30
N 0.20418 0.52001 -0.04577 0.09
C -1.07517 0.26977 0.42697 -0.31
O -1.51856 -0.84513 0.57228 0.04
H 0.40177 -1.49038 -0.23124 0.14
H 0.55137 1.46777 -0.14075 0.15
H -1.66524 1.17362 0.64965 0.13
```

- HOMO: -10.278 eV
- HOMO-LUMO gap: 10.97 eV
- Molecular weight: 73.05 g mol⁻¹
- Structure (SMILES): O=CNC=O


## 2
ORCA calculation (wB97M-V/def2-TZVPD) on an isolated molecule of C2H3NO2.

The geometry in XYZ format:
```
8
Properties=species:S:1:pos:R:3:lowdin_charge:R:1
O 0.22793 -2.36638 -0.72529 0.01
C 0.11649 -1.33174 -0.00320 -0.24
N 0.30454 0.05095 -0.43683 0.07
C -0.15698 1.17120 0.28387 -0.34
O -0.48888 2.22099 -0.21665 0.05
H 0.46902 -1.23944 1.10426 0.15
H -0.24638 0.23281 -1.34865 0.18
H -0.22573 1.26162 1.34248 0.12
```

- HOMO: -10.763 eV
- HOMO-LUMO gap: 10.75 eV
- Molecular weight: 73.05 g mol⁻¹
- Structure (SMILES): O=CNC=O


## 3
ORCA calculation (wB97M-V/def2-TZVPD) on an isolated molecule of C2H3NO2.

The geometry in XYZ format:
```
8
Properties=species:S:1:pos:R:3:lowdin_charge:R:1
O 2.03981 0.34801 1.06133 0.04
C 1.17796 0.23175 0.22381 -0.35
N -0.16456 0.12436 0.50010 0.07
C -1.10787 -0.20108 -0.53070 -0.28
O -1.23111 -1.30697 -0.97032 0.11
H 1.38731 0.23200 -0.86202 0.14
H -0.42400 -0.04213 1.46663 0.15
H -1.67581 0.66457 -0.91295 0.13
```

- HOMO: -10.487 eV
- HOMO-LUMO gap: 10.75 eV
- Molecular weight: 73.05 g mol⁻¹
- Structure (SMILES): O=CNC=O


The computed energies, referenced to the most stable structure and given in kcal/mol, are 1 0.0; 2 33.5; 3 14.1.


## 1
ORCA calculation (wB97M-V/def2-TZVPD) on a cluster of 2 separate species, C2H3NO2 in total.

The geometry in XYZ format:
```
8
Properties=species:S:1:pos:R:3:lowdin_charge:R:1
C 1.39552 -0.17984 0.03904 -0.19
C 0.19838 0.45610 0.42471 -0.17
N 2.32324 -0.87131 -0.05348 0.19
O -1.27315 -1.28607 -0.23559 -0.14
O -0.34699 1.35409 -0.34476 0.11
H -0.05740 0.10947 1.45268 0.15
H -1.00837 -1.15756 -1.12303 -0.05
H -1.23124 1.57511 -0.15957 0.11
```

- HOMO (spin up / spin down): -9.096 / -10.956 eV
- HOMO-LUMO gap (spin up / spin down): 7.49 / 9.78 eV
- Molecular weight: 73.05 g mol⁻¹


## 2
ORCA calculation (wB97M-V/def2-TZVPD) on a cluster of 2 separate species, C2H3NO2 in total.

The geometry in XYZ format:
```
8
Properties=species:S:1:pos:R:3:lowdin_charge:R:1
C -0.82294 -0.55307 0.33254 -0.30
C 2.35963 0.51456 -1.28019 0.02
N -1.26995 0.36420 1.11279 0.12
O 1.87222 0.88075 -2.24511 0.03
O 0.48228 -0.44172 0.11254 -0.02
H -1.20519 -1.31117 -0.31181 0.12
H 0.73249 0.05893 0.79705 0.02
H -2.14853 0.48753 1.48219 0.01
```

- HOMO: -10.394 eV
- HOMO-LUMO gap: 11.47 eV
- Molecular weight: 73.05 g mol⁻¹


The computed energies, referenced to the most stable structure and given in kcal/mol, are 1 66.1; 2 0.0.